97
Properties=species:S:1:pos:R:3:forces:R:3:lowdin_charge:R:1 method="wB97M-V/def2-TZVPD" energy_ev=-207455.0317 homo_lumo_gap_ev=4.534 charge=+1 e_above_lowest_kj_mol=288.8 e_homo_ha=-0.374 fmax_ev_per_a=2.84 multiplicity=1 lumo_ev=-5.636
Au -0.843 -0.310 0.006 2.2166 1.7803 -0.1021 1.09
O 3.387 0.127 -0.184 -0.5802 -0.1765 0.2522 0.15
C 2.287 0.348 -0.615 1.0781 1.2319 -1.4143 -0.50
O 1.253 -0.331 -0.076 -2.0832 -1.0599 1.5520 -0.30
C 2.051 1.273 -1.761 -0.3511 -0.4461 0.0762 -0.14
C 0.852 1.319 -2.459 0.1089 -0.0951 0.3096 -0.04
C 0.659 2.171 -3.542 -0.0008 0.1473 -0.2144 0.03
C 1.729 2.951 -3.908 0.3102 -0.0848 0.1832 -0.20
O 1.818 3.843 -4.926 -0.2553 -0.1088 0.0354 0.05
C 3.143 4.368 -4.892 0.2038 0.3405 -0.3067 -0.12
O 3.832 3.743 -3.821 0.1293 -0.0908 0.2097 0.05
C 2.949 2.888 -3.232 -0.3339 -0.0526 -0.1137 -0.18
C 3.139 2.060 -2.161 0.2072 0.2011 -0.0223 0.09
H 0.036 0.675 -2.166 -0.1011 -0.0226 -0.0018 0.07
H -0.283 2.222 -4.068 0.0102 -0.0182 -0.0260 0.12
H 3.106 5.449 -4.737 -0.0581 -0.0867 0.1122 0.14
H 3.648 4.150 -5.837 -0.0535 -0.1028 0.0741 0.14
H 4.075 2.010 -1.624 0.0154 0.0305 -0.0147 0.14
N -3.282 -2.228 -0.972 -0.0351 0.3838 0.0651 0.16
C -3.794 -1.023 -0.623 0.0210 -0.2245 -0.1598 -0.35
C -5.178 -0.798 -0.634 -0.0342 0.1318 -0.0141 0.00
C -5.663 0.433 -0.264 0.1791 -0.1171 -0.0068 -0.03
C -4.768 1.439 0.114 -0.0366 -0.0284 -0.1139 -0.04
C -3.428 1.164 0.107 -0.0900 0.4044 0.0988 -0.14
N -2.947 -0.048 -0.248 0.6610 -0.9008 0.2918 -0.03
H -3.865 -2.913 -1.418 0.0573 -0.0378 -0.0317 0.08
H -2.286 -2.310 -1.087 -0.0733 -0.0481 -0.0978 0.04
H -5.834 -1.601 -0.938 -0.0251 -0.0043 0.0056 0.12
H -6.727 0.622 -0.272 -0.0137 -0.0189 0.0145 0.12
H -5.115 2.420 0.397 0.0574 0.0244 0.0069 0.12
H -2.687 1.906 0.373 0.0265 -0.0723 0.0741 0.09
Br -1.775 0.485 3.001 -0.1476 -0.2893 0.4992 0.83
C -0.123 1.250 3.574 0.1934 0.1315 0.0850 -0.58
C 0.226 0.982 4.892 -0.1575 -0.0594 -0.0669 -0.15
C 1.409 1.485 5.402 0.0488 0.0344 0.0403 -0.08
C 2.242 2.248 4.596 0.0431 0.0080 -0.0301 -0.06
C 1.888 2.502 3.282 0.0379 -0.0388 0.1865 -0.01
C 0.699 2.014 2.748 -0.3790 -0.1148 -0.5997 -0.15
C 0.423 2.307 1.254 1.1093 0.0890 1.0047 -0.61
O 1.283 2.929 0.655 -0.4570 -0.1885 -0.2562 0.08
O -0.689 1.851 0.800 -0.7283 -0.6091 -1.2220 -0.25
H -0.437 0.388 5.508 0.0195 0.0090 0.0126 0.10
H 1.676 1.282 6.431 -0.0073 0.0028 0.0092 0.11
H 3.169 2.642 4.989 -0.0021 -0.0020 0.0132 0.11
H 2.534 3.083 2.640 -0.0633 -0.0006 -0.0706 0.12
C -0.508 -3.869 -0.033 -0.4720 0.9344 0.2480 -0.37
C -1.447 -3.875 1.165 0.1807 -0.2108 -0.0601 -0.44
As -2.507 -5.553 1.338 -0.2413 0.1008 0.1142 1.32
C -2.692 -5.913 -0.587 0.1426 -0.0001 0.1191 -0.42
C -1.765 -6.630 -1.338 0.0095 0.0396 -0.0302 -0.11
C -1.920 -6.755 -2.712 -0.0164 0.0113 -0.0296 -0.07
C -2.994 -6.153 -3.352 0.0538 0.0082 -0.0513 -0.08
C -3.934 -5.451 -2.610 -0.0410 0.0422 -0.0256 -0.09
C -3.787 -5.345 -1.234 -0.0092 -0.0993 0.1363 -0.17
C -1.078 -6.806 1.770 -0.0130 -0.0483 -0.0764 -0.43
C -1.333 -8.157 1.530 -0.0299 0.1296 -0.0431 -0.14
C -0.375 -9.117 1.811 -0.0394 -0.0006 0.0205 -0.07
C 0.842 -8.739 2.364 0.0188 -0.0357 0.0049 -0.08
C 1.088 -7.404 2.641 0.0364 -0.0295 0.0447 -0.08
C 0.130 -6.441 2.353 -0.0714 0.1294 -0.1205 -0.12
P 0.541 -2.330 -0.055 0.3452 -1.2849 -0.6418 1.05
C 1.509 -2.572 -1.553 -0.3099 0.3379 -0.0809 -0.32
C 0.817 -2.650 -2.763 -0.0024 -0.0733 0.0871 -0.09
C 1.515 -2.736 -3.954 -0.0239 -0.0111 -0.0490 -0.06
C 2.903 -2.742 -3.939 0.0300 -0.0019 0.0297 -0.05
C 3.593 -2.672 -2.737 0.0001 -0.0462 -0.0371 -0.04
C 2.902 -2.574 -1.540 -0.0396 0.0307 0.0875 -0.07
C 1.555 -2.609 1.412 -0.2411 0.5471 0.2758 -0.32
C 1.497 -1.733 2.492 -0.0632 0.0471 -0.1567 -0.06
C 2.224 -1.995 3.639 0.0222 -0.0542 0.0747 -0.03
C 3.023 -3.128 3.706 -0.0319 0.0277 -0.0594 -0.05
C 3.089 -3.998 2.625 0.0673 -0.0353 0.0713 -0.06
C 2.351 -3.752 1.481 -0.1683 -0.0261 -0.2185 -0.10
H -1.056 -3.948 -0.974 0.0876 -0.0839 -0.0097 0.06
H 0.192 -4.708 0.009 0.1439 0.0938 -0.0705 0.09
H -2.152 -3.044 1.115 -0.0472 -0.1162 0.0410 0.03
H -0.884 -3.752 2.093 -0.0651 -0.0221 0.0241 0.05
H -0.913 -7.091 -0.856 -0.0032 -0.0114 0.0117 0.10
H -1.199 -7.325 -3.284 0.0128 0.0161 -0.0067 0.11
H -3.102 -6.236 -4.425 -0.0293 -0.0323 0.0014 0.11
H -4.786 -5.002 -3.105 -0.0311 -0.0254 0.0002 0.11
H -4.534 -4.828 -0.638 -0.0619 -0.0463 -0.0361 0.09
H -2.288 -8.448 1.106 0.0402 -0.0859 -0.0182 0.10
H -0.581 -10.158 1.599 0.0122 -0.0138 0.0323 0.11
H 1.588 -9.489 2.588 0.0174 0.0090 -0.0026 0.11
H 2.029 -7.107 3.087 -0.0022 -0.0015 0.0197 0.10
H 0.335 -5.402 2.585 0.0568 -0.0387 0.0042 0.08
H -0.268 -2.638 -2.773 -0.0011 0.0165 -0.0600 0.10
H 0.979 -2.791 -4.892 -0.0038 0.0082 -0.0014 0.11
H 3.452 -2.796 -4.870 -0.0048 -0.0175 -0.0082 0.11
H 4.674 -2.679 -2.727 0.0064 0.0130 -0.0087 0.12
H 3.442 -2.486 -0.608 0.0211 0.0661 0.0019 0.11
H 0.891 -0.839 2.419 0.0545 0.0180 0.1272 0.07
H 2.169 -1.314 4.478 -0.0066 0.0375 -0.0259 0.11
H 3.602 -3.330 4.597 0.0062 -0.0092 0.0059 0.11
H 3.723 -4.874 2.671 0.0045 -0.0027 -0.0115 0.11
H 2.404 -4.436 0.643 0.0334 -0.0511 0.0300 0.12